{
  "formula": "C14H15N3O3S2",
  "method": "wB97M-V/def2-TZVPD",
  "symbols": ["C", "C", "O", "N", "C", "N", "C", "C", "S", "H", "C", "C", "C", "C", "C", "C", "H", "C", "H", "H", "C", "N", "S", "O", "O", "C", "H", "H", "H", "H", "H", "H", "H", "H", "H", "H", "H"],
  "xyz": [[3.879, -2.168, -1.874], [3.714, -3.265, -2.877], [4.618, -3.841, -3.433], [2.413, -3.634, -3.174], [1.234, -3.140, -2.697], [1.075, -2.196, -1.847], [-0.244, -1.939, -1.585], [-1.113, -2.736, -2.275], [-0.276, -3.847, -3.291], [-2.182, -2.752, -2.249], [-0.580, -0.890, -0.634], [-1.898, -0.492, -0.411], [-2.213, 0.509, 0.494], [-1.178, 1.108, 1.189], [0.150, 0.719, 0.981], [0.455, -0.268, 0.079], [1.473, -0.579, -0.090], [1.054, 1.523, 1.874], [1.568, 0.877, 2.587], [1.811, 2.057, 1.300], [0.087, 2.494, 2.580], [-1.247, 2.130, 2.116], [-2.611, 2.707, 2.865], [-3.633, 1.708, 2.847], [-2.197, 3.265, 4.116], [-3.105, 4.053, 1.763], [-3.229, 3.644, 0.769], [-2.330, 4.807, 1.787], [-4.041, 4.457, 2.129], [0.288, 3.536, 2.310], [0.119, 2.414, 3.668], [-3.236, 0.792, 0.677], [-2.698, -0.965, -0.958], [2.339, -4.383, -3.853], [3.369, -1.273, -2.219], [4.938, -1.970, -1.735], [3.424, -2.463, -0.931]],
  "e_lumo_ev": 0.53,
  "smiles": "CC(=O)Nc1nc(-c2ccc3c(c2)CCN3S(C)(=O)=O)cs1",
  "orbital_gap_ev": 8.31,
  "homo_ha": -0.2857,
  "multiplicity": 1,
  "relative_energy_kj_mol": 0.0,
  "charge": 0,
  "energy_ev": -47045.20239
}

---

{
  "formula": "C2F4",
  "method": "wB97M-V/def2-TZVPD",
  "symbols": ["C", "C", "F", "F", "F", "F"],
  "xyz": [[-0.258, 0.200, -0.587], [0.201, -0.073, 0.634], [-1.169, -0.567, -1.116], [0.391, 0.879, -1.496], [1.191, 0.570, 1.157], [-0.356, -1.010, 1.408]],
  "e_lumo_ev": 0.77,
  "smiles": "FC(F)=C(F)F",
  "orbital_gap_ev": 10.59,
  "homo_ha": -0.3606,
  "multiplicity": 1,
  "relative_energy_kj_mol": 17.7,
  "charge": 0,
  "energy_ev": -12942.16185
}

---

{
  "formula": "C4H12N2",
  "method": "wB97M-V/def2-TZVPD",
  "symbols": ["C", "N", "C", "C", "C", "N", "H", "H", "H", "H", "H", "H", "H", "H", "H", "H", "H", "H"],
  "xyz": [[-1.046, -2.629, 1.067], [-0.362, -1.367, 1.192], [0.366, -0.530, 0.191], [0.018, 1.047, 0.170], [0.949, 1.813, -0.708], [0.462, 1.930, -2.146], [-0.641, -3.344, 1.802], [-2.089, -2.672, 1.493], [-1.047, -3.132, 0.041], [-0.304, -0.851, 1.970], [0.286, -0.897, -0.925], [1.523, -0.545, 0.251], [0.009, 1.334, 1.368], [-1.031, 1.113, -0.139], [1.923, 1.297, -0.843], [1.080, 2.770, -0.256], [0.445, 2.890, -2.494], [-0.540, 1.774, -2.037]],
  "e_lumo_ev": 1.15,
  "smiles": "CNCCCN",
  "orbital_gap_ev": 9.23,
  "homo_ha": -0.2971,
  "multiplicity": 1,
  "relative_energy_kj_mol": 237.6,
  "charge": 0,
  "energy_ev": -7320.56664
}

---

{
  "formula": "C5H6S",
  "method": "wB97M-V/def2-TZVPD",
  "symbols": ["C", "C", "C", "C", "C", "H", "H", "H", "H", "H", "H", "S"],
  "xyz": [[-2.395, -0.376, 0.503], [-1.404, 0.528, 0.498], [-0.076, 0.150, 0.064], [0.936, 1.248, 0.248], [2.229, 1.194, -0.066], [-3.437, -0.112, 0.871], [-2.174, -1.337, 0.054], [-1.468, 1.548, 0.810], [0.530, 2.042, 0.904], [2.920, 1.973, 0.146], [2.618, 0.379, -0.631], [0.330, -1.310, -0.602]],
  "e_lumo_ev": -1.14,
  "smiles": "C=CC(=S)C=C",
  "orbital_gap_ev": 7.51,
  "homo_ha": -0.3178,
  "multiplicity": 1,
  "relative_energy_kj_mol": 108.0,
  "charge": 0,
  "energy_ev": -16115.41878
}

---

{
  "formula": "C4H4Cl12",
  "method": "wB97M-V/def2-TZVPD",
  "symbols": ["C", "Cl", "Cl", "Cl", "H", "C", "Cl", "Cl", "Cl", "H", "C", "Cl", "Cl", "Cl", "H", "C", "Cl", "Cl", "Cl", "H"],
  "xyz": [[0.269, 3.844, -1.475], [0.995, 5.059, -2.536], [-1.013, 2.789, -2.275], [-0.272, 4.507, 0.076], [1.116, 3.185, -1.285], [-1.808, -3.177, -0.762], [-2.783, -4.717, -0.870], [-2.922, -1.791, -0.697], [-0.561, -2.991, -2.027], [-1.285, -3.226, 0.193], [-0.189, 0.258, 2.681], [-1.379, -0.697, 1.879], [-0.407, -0.114, 4.385], [-0.389, 1.947, 2.367], [0.793, -0.137, 2.421], [1.914, -0.991, -0.371], [0.887, 0.410, -0.427], [3.172, -0.875, 0.845], [2.532, -1.397, -1.967], [1.328, -1.884, -0.154]],
  "e_lumo_ev": 0.31,
  "orbital_gap_ev": 11.23,
  "homo_ha": -0.4015,
  "multiplicity": 1,
  "relative_energy_kj_mol": 49.6,
  "charge": 0,
  "energy_ev": -154481.27825
}

---

{
  "formula": "C24H62O20P4",
  "method": "wB97M-V/def2-TZVPD",
  "symbols": ["C", "O", "P", "O", "O", "C", "O", "C", "H", "H", "H", "H", "H", "H", "H", "H", "H", "C", "O", "P", "O", "O", "C", "O", "C", "H", "H", "H", "H", "H", "H", "H", "H", "H", "C", "O", "P", "O", "O", "C", "O", "C", "H", "H", "H", "H", "H", "H", "H", "H", "H", "C", "O", "P", "O", "O", "C", "O", "C", "H", "H", "H", "H", "H", "H", "H", "H", "H", "C", "O", "C", "C", "O", "C", "H", "H", "H", "H", "H", "H", "H", "H", "H", "H", "C", "C", "C", "O", "C", "H", "H", "H", "H", "H", "H", "H", "H", "C", "C", "C", "O", "C", "H", "H", "H", "H", "H", "H", "H", "H"],
  "xyz": [[25.353, 23.910, -2.468], [24.455, 24.967, -1.990], [23.142, 24.541, -1.187], [22.036, 25.505, -1.154], [23.826, 24.287, 0.263], [23.096, 24.335, 1.435], [22.675, 23.130, -1.857], [21.389, 22.564, -1.527], [25.220, 22.956, -1.957], [26.387, 24.242, -2.556], [25.122, 23.770, -3.524], [22.243, 23.656, 1.396], [22.747, 25.326, 1.724], [23.766, 23.988, 2.221], [20.686, 22.716, -2.345], [20.935, 23.034, -0.654], [21.504, 21.497, -1.333], [17.943, 14.519, -0.520], [17.309, 15.014, 0.667], [17.291, 16.664, 0.843], [18.630, 17.363, 0.870], [16.396, 16.706, 2.178], [15.932, 17.974, 2.648], [16.187, 17.125, -0.301], [14.866, 16.720, -0.190], [17.314, 13.810, -1.057], [18.938, 14.125, -0.311], [18.073, 15.364, -1.195], [16.508, 18.857, 2.370], [16.044, 17.980, 3.732], [14.884, 18.207, 2.461], [14.167, 17.472, -0.558], [14.397, 16.637, 0.791], [14.818, 15.755, -0.694], [12.682, 20.630, 2.941], [12.035, 19.808, 1.919], [11.042, 18.667, 2.432], [11.437, 18.240, 3.760], [11.181, 17.619, 1.134], [11.208, 16.250, 1.329], [9.549, 19.347, 2.307], [9.095, 20.067, 1.149], [13.151, 20.164, 3.808], [11.866, 21.108, 3.483], [13.391, 21.342, 2.517], [10.702, 15.819, 0.465], [10.660, 15.994, 2.236], [12.233, 15.882, 1.371], [8.694, 19.517, 0.297], [9.834, 20.819, 0.874], [8.253, 20.714, 1.393], [18.273, 20.842, -2.127], [17.298, 21.768, -2.373], [16.584, 22.588, -1.195], [15.569, 23.555, -1.678], [16.183, 21.455, -0.174], [15.096, 20.647, -0.377], [17.895, 23.304, -0.497], [17.634, 24.519, 0.322], [17.978, 19.860, -2.498], [18.535, 20.751, -1.073], [19.188, 21.100, -2.661], [14.953, 20.443, -1.438], [14.328, 21.282, 0.065], [15.175, 19.747, 0.234], [18.057, 25.386, -0.186], [18.104, 24.503, 1.305], [16.572, 24.724, 0.456], [13.510, 19.351, -4.552], [12.694, 20.206, -5.268], [12.876, 21.584, -5.214], [11.515, 22.342, -5.340], [10.667, 21.836, -6.276], [9.310, 22.311, -5.944], [14.492, 19.820, -4.488], [13.438, 18.341, -4.956], [13.219, 19.355, -3.501], [13.563, 21.911, -5.994], [13.292, 22.032, -4.312], [11.761, 23.345, -5.689], [11.060, 22.434, -4.354], [8.620, 22.248, -6.785], [9.274, 23.369, -5.687], [8.994, 21.586, -5.193], [13.385, 25.142, 0.617], [11.868, 25.548, 0.653], [11.401, 24.380, 1.551], [12.429, 23.550, 1.915], [13.627, 24.326, 1.868], [14.008, 26.009, 0.394], [13.482, 24.443, -0.215], [11.553, 25.614, -0.388], [11.633, 26.505, 1.118], [10.767, 23.697, 0.986], [10.847, 24.697, 2.434], [14.546, 23.742, 1.818], [13.638, 24.921, 2.781], [16.695, 25.203, -4.949], [17.758, 24.663, -5.853], [17.457, 23.132, -5.876], [16.023, 23.077, -5.739], [15.479, 24.286, -5.297], [16.476, 26.270, -4.998], [16.973, 24.899, -3.940], [18.726, 24.898, -5.410], [17.734, 25.032, -6.878], [17.943, 22.687, -5.007], [17.935, 22.626, -6.714], [14.740, 24.156, -4.506], [14.907, 24.579, -6.177]],
  "e_lumo_ev": [-2.41, -8.50],
  "orbital_gap_ev": [9.19, 3.11],
  "homo_ha": [-0.4265, -0.4265],
  "multiplicity": 2,
  "s2": 0.75,
  "charge": 1,
  "energy_ev": -103993.34212
}

---

Copy entry 2 word for word.
{
  "formula": "C2F4",
  "method": "wB97M-V/def2-TZVPD",
  "symbols": ["C", "C", "F", "F", "F", "F"],
  "xyz": [[-0.258, 0.200, -0.587], [0.201, -0.073, 0.634], [-1.169, -0.567, -1.116], [0.391, 0.879, -1.496], [1.191, 0.570, 1.157], [-0.356, -1.010, 1.408]],
  "e_lumo_ev": 0.77,
  "smiles": "FC(F)=C(F)F",
  "orbital_gap_ev": 10.59,
  "homo_ha": -0.3606,
  "multiplicity": 1,
  "relative_energy_kj_mol": 17.7,
  "charge": 0,
  "energy_ev": -12942.16185
}

---

- The highest multiplicity belongs to which entry?
  C24H62O20P4